(1)
# C37H34N4O6P2S2Tc

A structure of composition C37H34N4O6P2S2Tc (wB97M-V/def2-TZVPD, the Open Molecules 2025 dataset).

ORCA input file:
```
! wB97M-V def2-TZVPD RIJCOSX def2/J DEFGRID3
* xyz 0 2
Tc -0.975 0.192 -0.062
O -1.813 3.095 -3.129
C -1.158 2.349 -2.440
O -1.627 1.266 -1.852
C 0.342 2.524 -2.227
C 1.055 1.159 -2.291
C 2.550 1.333 -2.528
C 3.013 1.906 -1.163
C 1.717 1.914 -0.365
O 1.031 0.733 -0.894
C 0.768 3.029 -0.807
C -0.348 3.146 0.239
O -0.768 4.228 0.582
O -0.679 2.004 0.782
H 0.699 3.205 -2.995
H 0.559 0.407 -2.895
H 2.746 1.999 -3.367
H 3.015 0.371 -2.738
H 3.435 2.908 -1.237
H 3.747 1.261 -0.680
H 1.823 1.804 0.706
H 1.259 3.995 -0.877
N 1.280 -0.993 2.534
P 2.830 -0.538 1.870
C 3.653 -2.161 1.702
C 4.029 -2.546 0.420
C 4.639 -3.775 0.201
C 4.872 -4.625 1.271
C 4.501 -4.247 2.558
C 3.899 -3.019 2.774
C 3.649 0.066 3.394
C 5.034 0.233 3.308
C 5.759 0.741 4.371
C 5.111 1.107 5.545
C 3.738 0.959 5.640
C 3.012 0.443 4.571
P -0.077 -1.280 1.531
C -1.159 -2.161 2.710
C -1.027 -2.091 4.089
C -1.907 -2.780 4.917
C -2.914 -3.556 4.370
C -3.040 -3.648 2.988
C -2.172 -2.952 2.166
C 0.418 -2.655 0.468
C -0.038 -2.513 -0.849
C 0.244 -3.518 -1.779
C 0.930 -4.651 -1.376
C 1.338 -4.813 -0.055
C 1.072 -3.814 0.866
H 1.010 -0.362 3.279
H 3.825 -1.882 -0.415
H 4.920 -4.070 -0.802
H 5.345 -5.585 1.105
H 4.689 -4.912 3.393
H 3.610 -2.722 3.776
H 5.552 -0.050 2.397
H 6.833 0.855 4.284
H 5.675 1.510 6.377
H 3.220 1.245 6.546
H 1.940 0.347 4.696
H -0.233 -1.512 4.545
H -1.796 -2.709 5.992
H -3.597 -4.095 5.015
H -3.819 -4.262 2.551
H -2.278 -3.024 1.089
H -1.034 -1.317 -2.141
H -0.092 -3.411 -2.805
H 1.141 -5.429 -2.101
H 1.865 -5.709 0.249
H 1.384 -3.922 1.899
C -6.457 -0.997 -2.357
C -6.115 -0.901 -0.905
C -7.012 -1.215 0.085
C -6.607 -1.005 1.406
N -5.412 -0.581 1.750
C -4.530 -0.345 0.758
S -2.960 0.091 1.309
N -4.879 -0.477 -0.546
H -7.500 -1.286 -2.468
H -5.823 -1.731 -2.854
H -6.292 -0.046 -2.861
H -8.004 -1.570 -0.154
H -7.301 -1.189 2.223
O -3.643 -0.304 -2.933
S -3.547 0.443 -1.685
N -0.772 -1.369 -1.160
*
```

- Maximum force: 0.3 eV/Å
- Total energy: -3660.7568 Ha
- Energy above the lowest of the compared OMol25 structures with the same formula, charge and spin: 0.0 kcal per mole
- LUMO energy (spin up / spin down): -0.3097 / -1.2562 eV


(2)
# C37H34O2P

A cluster of 2 separate species, C37H34O2P in total in a non-equilibrium geometry (wB97M-V/def2-TZVPD, the Open Molecules 2025 dataset).

ORCA input file:
```
! wB97M-V def2-TZVPD RIJCOSX def2/J DEFGRID3
* xyz 1 1
C 3.762 3.485 4.244
C 2.637 2.924 3.443
C 2.882 2.160 2.309
C 1.840 1.592 1.594
C 0.542 1.783 2.009
P -0.780 0.915 1.135
C -0.690 -0.669 2.003
C -1.559 -1.670 1.632
C -1.586 -2.858 2.344
C -0.747 -3.057 3.432
C -0.821 -4.313 4.234
C 0.142 -2.048 3.771
C 0.166 -0.863 3.063
C -2.193 1.625 2.011
C -2.673 2.849 1.602
C -3.688 3.464 2.317
C -4.232 2.864 3.445
C -5.285 3.554 4.245
C -3.752 1.619 3.825
C -2.739 1.009 3.114
C 0.283 2.558 3.117
C 1.320 3.128 3.828
H 3.397 4.048 5.107
H 4.398 2.681 4.620
H 4.381 4.156 3.645
H 3.899 2.012 1.992
H 2.037 0.984 0.724
H -2.228 -1.513 0.799
H -2.265 -3.642 2.060
H -0.105 -4.302 5.059
H -1.818 -4.429 4.662
H -0.610 -5.190 3.619
H 0.823 -2.188 4.592
H 0.852 -0.085 3.348
H -2.241 3.328 0.737
H -4.068 4.420 2.002
H -5.592 2.952 5.104
H -4.909 4.505 4.626
H -6.174 3.755 3.643
H -4.174 1.121 4.681
H -2.368 0.050 3.432
H -0.732 2.713 3.438
H 1.102 3.737 4.687
C 1.739 -6.604 -6.483
O 0.648 -6.231 -5.674
C 0.650 -4.900 -5.250
C -0.411 -4.466 -4.440
C -0.486 -3.174 -3.982
C 0.508 -2.242 -4.316
C 0.530 -0.863 -3.893
O 1.612 -0.127 -4.336
C 1.707 1.201 -3.971
C 0.722 1.815 -3.157
C 0.871 3.167 -2.816
C 1.956 3.880 -3.267
C 2.918 3.277 -4.062
C 2.796 1.951 -4.412
C -0.368 1.029 -2.729
C -0.456 -0.286 -3.095
C 1.563 -2.678 -5.122
C 1.639 -3.966 -5.579
H 1.628 -7.656 -6.748
H 1.746 -6.012 -7.398
H 2.673 -6.479 -5.934
H -1.173 -5.180 -4.184
H -1.313 -2.876 -3.362
H 0.125 3.638 -2.198
H 2.062 4.918 -2.998
H 3.766 3.846 -4.409
H 3.535 1.471 -5.029
H -1.126 1.478 -2.110
H -1.293 -0.875 -2.766
H 2.328 -1.964 -5.378
H 2.470 -4.255 -6.196
*
```

- Maximum force: 2.7 eV/Å
- Total energy: -1921.9295 Ha
- LUMO energy: -4.7434 eV


(3)
# C37H35BGdNP2

A structure of composition C37H35BGdNP2 in a non-equilibrium geometry (wB97M-V/def2-TZVPD, the Open Molecules 2025 dataset).

ORCA input file:
```
! wB97M-V def2-TZVPD RIJCOSX def2/J DEFGRID3
* xyz 2 8
C -3.840 1.925 -0.753
C -2.909 2.240 0.228
C -2.623 3.587 0.452
C -3.237 4.592 -0.274
C -4.238 4.258 -1.180
C -4.534 2.915 -1.406
P -1.984 0.860 0.988
C -1.482 1.742 2.523
C -0.170 2.268 2.654
C 0.194 2.825 3.876
C -0.756 3.049 4.877
C -2.089 2.670 4.677
C -2.442 1.992 3.510
Gd 0.574 1.187 0.056
P -0.361 0.829 -2.423
C -0.357 2.647 -2.661
C -1.229 3.274 -3.554
C -1.275 4.658 -3.666
C -0.498 5.434 -2.812
C 0.364 4.825 -1.901
C 0.472 3.436 -1.831
C 1.297 0.245 -2.998
C 1.671 -1.090 -2.708
C 2.970 -1.529 -2.972
C 3.901 -0.665 -3.566
C 3.519 0.642 -3.900
C 2.223 1.087 -3.632
C -1.598 0.026 -3.422
C -2.486 -0.888 -2.828
C -3.381 -1.583 -3.629
C -3.390 -1.375 -5.015
C -2.510 -0.463 -5.599
C -1.612 0.233 -4.803
C -3.295 -0.344 1.410
C -4.670 -0.082 1.513
C -5.577 -1.106 1.796
C -5.113 -2.408 1.995
C -3.737 -2.678 1.928
C -2.840 -1.655 1.639
H 0.949 -1.762 -2.226
H 3.270 -2.545 -2.693
H 4.930 -1.002 -3.738
H 4.244 1.314 -4.369
H 1.930 2.109 -3.883
H -1.871 2.660 -4.172
H -1.925 5.120 -4.409
H -0.574 6.520 -2.863
H 0.958 5.437 -1.228
H 1.268 2.992 -1.184
H -2.446 -1.052 -1.752
H -4.070 -2.294 -3.177
H -4.087 -1.928 -5.641
H -2.515 -0.298 -6.674
H -0.913 0.931 -5.250
H -5.050 0.924 1.361
H -6.646 -0.891 1.854
H -5.812 -3.220 2.181
H -3.359 -3.688 2.096
H -1.767 -1.850 1.578
H 0.629 2.377 1.852
H 1.244 3.090 4.014
H -0.457 3.526 5.810
H -2.844 2.894 5.435
H -3.474 1.671 3.356
H -1.913 3.850 1.233
H -2.943 5.628 -0.116
H -4.730 5.056 -1.732
H -5.262 2.520 -2.112
H -4.078 0.897 -1.017
H -3.523 3.251 -3.845
H -3.628 2.534 -3.539
B 3.069 -2.600 1.860
C 2.258 -1.430 1.254
N 1.615 -0.531 0.810
H 2.328 -3.543 2.178
H 3.694 -2.276 2.862
H 3.900 -3.044 1.082
*
```

- Maximum force: 2.7 eV/Å
- Total energy: -2958.2462 Ha
- LUMO energy (spin up / spin down): -6.6047 / -9.2112 eV


(4)
# C37H35CdClN2S2Si2

A structure of composition C37H35CdClN2S2Si2 in a non-equilibrium geometry (wB97M-V/def2-TZVPD, the Open Molecules 2025 dataset).

ORCA input file:
```
! wB97M-V def2-TZVPD RIJCOSX def2/J DEFGRID3
* xyz 0 1
C -2.452 -1.665 3.703
C -1.150 -1.376 3.258
C -1.147 -0.044 2.700
H -0.268 -1.998 3.401
C -2.482 0.484 2.891
C -3.278 -0.534 3.466
H -4.316 -0.438 3.756
H -2.758 -2.569 4.216
H -0.268 0.564 2.529
H -2.764 1.534 2.792
Cd -1.862 -0.404 0.573
Si 1.157 -1.827 -3.206
C 2.144 -2.410 -1.770
C 3.131 -3.404 -1.957
H 3.239 -3.912 -2.919
C 3.963 -3.773 -0.894
H 4.709 -4.560 -1.049
C 3.822 -3.156 0.350
H 4.485 -3.444 1.171
C 2.822 -2.205 0.554
H 2.700 -1.734 1.524
C 1.966 -1.860 -0.495
H 1.171 -1.121 -0.348
C 0.537 2.053 0.126
C 1.381 2.462 1.161
H 2.424 2.143 1.151
C 0.927 3.383 2.115
H 1.618 3.748 2.892
C -0.383 3.877 2.052
H -0.719 4.634 2.760
C -1.268 3.365 1.105
H -2.317 3.684 1.097
C -0.820 2.462 0.136
H -1.473 2.150 -0.685
H 0.112 -0.919 -2.641
Si 1.180 1.576 -1.555
C 1.435 3.371 -2.216
C 2.661 4.054 -2.313
H 3.594 3.496 -2.340
C 2.725 5.465 -2.360
H 3.689 5.980 -2.377
C 1.555 6.220 -2.405
H 1.593 7.317 -2.414
C 0.334 5.541 -2.544
H -0.569 6.119 -2.746
C 0.282 4.144 -2.450
H -0.674 3.629 -2.538
C 2.993 0.925 -2.006
C 4.019 0.844 -1.055
H 3.858 1.185 -0.032
C 5.256 0.247 -1.367
H 6.024 0.168 -0.591
C 5.490 -0.231 -2.661
H 6.448 -0.693 -2.899
C 4.503 -0.102 -3.643
H 4.699 -0.458 -4.658
C 3.264 0.465 -3.310
H 2.463 0.489 -4.060
H 0.452 -3.029 -3.422
Cl -2.490 -0.294 -1.685
C -0.251 -4.084 1.113
C -1.717 -4.165 1.310
N -2.541 -3.193 1.024
C -3.850 -3.518 1.361
C -3.998 -4.801 1.890
S -2.484 -5.590 2.048
C -4.896 -2.530 1.244
C -6.232 -2.734 1.563
S -7.139 -1.281 1.440
C -5.649 -0.452 0.910
N -4.596 -1.219 0.883
C -5.680 0.995 0.583
H 0.198 -5.056 1.350
H -0.029 -3.807 0.075
H 0.160 -3.322 1.789
H -4.951 -5.224 2.183
H -6.637 -3.698 1.854
H -5.247 1.162 -0.412
H -6.723 1.333 0.596
H -5.104 1.563 1.332
*
```

- Maximum force: 2.8 eV/Å
- Total energy: -3543.6084 Ha
- Energy above the lowest of the compared OMol25 structures with the same formula, charge and spin: 88.4 kcal per mole
- LUMO energy (spin up / spin down): -1.1058 / -0.8667 eV


(5)
# C37H35ClCrN2S2Si2

A structure of composition C37H35ClCrN2S2Si2 in a non-equilibrium geometry (wB97M-V/def2-TZVPD, the Open Molecules 2025 dataset).

ORCA input file:
```
! wB97M-V def2-TZVPD RIJCOSX def2/J DEFGRID3
* xyz 0 5
C -1.713 -0.378 4.180
C -2.144 0.143 2.921
C -1.953 -0.878 1.936
H -2.646 1.098 2.753
C -1.400 -2.026 2.582
C -1.252 -1.719 3.974
H -0.964 -2.430 4.752
H -1.829 0.119 5.146
H -2.232 -0.811 0.884
H -1.217 -2.991 2.105
Cr 0.029 -0.377 2.776
Si 1.085 0.655 -0.392
C -0.066 2.117 -0.453
C 0.481 3.390 -0.684
H 1.569 3.498 -0.743
C -0.356 4.487 -0.898
H 0.089 5.465 -1.097
C -1.747 4.330 -0.881
H -2.400 5.186 -1.088
C -2.283 3.067 -0.619
H -3.361 2.920 -0.602
C -1.456 1.964 -0.405
H -1.892 0.981 -0.221
C 0.111 -1.038 -0.915
C -1.288 -1.216 -1.488
H -2.046 -0.436 -1.446
C -1.807 -2.571 -1.498
H -2.835 -2.715 -1.849
C -1.112 -3.609 -0.927
H -1.568 -4.597 -0.877
C 0.158 -3.426 -0.351
H 0.647 -4.289 0.107
C 0.777 -2.198 -0.392
H 1.802 -2.088 -0.060
H 0.237 0.232 0.900
Si 0.049 -0.513 -2.685
C 0.662 -1.773 -3.872
C 0.107 -1.821 -5.169
H -0.294 -0.908 -5.627
C 0.057 -3.064 -5.809
H -0.440 -3.145 -6.774
C 0.615 -4.199 -5.204
H 0.480 -5.190 -5.648
C 1.381 -4.052 -4.036
H 1.902 -4.903 -3.608
C 1.490 -2.810 -3.412
H 2.145 -2.654 -2.547
C -0.274 1.123 -3.562
C -1.560 1.566 -3.910
H -2.428 0.970 -3.620
C -1.726 2.766 -4.611
H -2.726 3.133 -4.849
C -0.606 3.503 -5.027
H -0.731 4.435 -5.596
C 0.688 3.029 -4.745
H 1.569 3.588 -5.089
C 0.856 1.832 -4.030
H 1.866 1.450 -3.827
H 2.358 1.376 -0.426
Cl 2.361 -0.163 1.677
C -0.801 3.237 2.834
C 0.191 2.696 3.791
N 0.565 1.429 3.880
C 1.498 1.225 4.914
C 1.905 2.396 5.524
S 1.023 3.752 4.926
C 2.006 -0.106 5.091
C 3.091 -0.551 5.819
S 3.464 -2.197 5.451
C 2.066 -2.263 4.387
N 1.441 -1.106 4.293
C 1.807 -3.442 3.526
H -1.822 3.104 3.215
H -0.605 4.307 2.728
H -0.713 2.768 1.847
H 2.670 2.447 6.288
H 3.701 0.090 6.440
H 2.784 -3.863 3.271
H 1.221 -4.209 4.048
H 1.290 -3.148 2.603
*
```

- Maximum force: 5.6 eV/Å
- Total energy: -4420.3102 Ha
- Energy above the lowest of the compared OMol25 structures with the same formula, charge and spin: 26.6 kcal per mole
- LUMO energy (spin up / spin down): 0.0595 / 0.0577 eV


(6)
# C37H35InN2OP2S

A structure of composition C37H35InN2OP2S (wB97M-V/def2-TZVPD, the Open Molecules 2025 dataset).

ORCA input file:
```
! wB97M-V def2-TZVPD RIJCOSX def2/J DEFGRID3
* xyz 1 2
In 0.921 -0.458 -1.362
O 1.720 -1.047 0.585
N 1.679 -2.361 0.843
C 1.634 -2.708 2.150
C 1.607 -4.017 2.534
C 1.614 -5.003 1.546
C 1.655 -4.635 0.225
C 1.700 -3.284 -0.155
S 1.814 -2.820 -1.815
H 1.620 -1.867 2.825
H 1.569 -4.259 3.585
H 1.586 -6.050 1.816
H 1.663 -5.370 -0.566
C -2.358 1.099 -0.809
C -2.676 -0.028 0.175
P -1.607 -1.514 -0.093
C -1.676 -2.325 1.542
C -1.403 -1.576 2.688
C -1.405 -2.175 3.939
C -1.655 -3.535 4.060
C -1.894 -4.293 2.923
C -1.904 -3.693 1.670
C -2.628 -2.563 -1.168
C -2.066 -3.056 -2.342
C -2.816 -3.853 -3.198
C -4.128 -4.163 -2.882
C -4.696 -3.680 -1.708
C -3.951 -2.885 -0.855
P -0.647 1.716 -0.549
C -0.656 2.347 1.150
C -1.620 3.248 1.607
C -1.609 3.668 2.926
C -0.633 3.196 3.798
C 0.330 2.305 3.350
C 0.318 1.877 2.027
C -0.520 3.155 -1.640
C -0.032 4.381 -1.199
C 0.168 5.416 -2.103
C -0.113 5.233 -3.449
C -0.595 4.009 -3.896
C -0.794 2.973 -2.998
H -2.427 0.751 -1.843
H -3.066 1.923 -0.699
H -3.725 -0.316 0.100
H -2.515 0.323 1.195
H -1.184 -0.516 2.613
H -1.214 -1.576 4.821
H -1.666 -4.001 5.036
H -2.087 -5.354 3.008
H -2.104 -4.294 0.792
H -1.034 -2.828 -2.581
H -2.371 -4.233 -4.109
H -4.713 -4.784 -3.547
H -5.719 -3.927 -1.457
H -4.397 -2.526 0.066
H -2.377 3.626 0.930
H -2.357 4.366 3.277
H -0.625 3.529 4.827
H 1.091 1.941 4.028
H 1.060 1.166 1.680
H 0.196 4.533 -0.151
H 0.539 6.369 -1.751
H 0.041 6.043 -4.150
H -0.814 3.860 -4.945
H -1.152 2.017 -3.361
C 6.267 3.512 -1.396
C 5.058 2.628 -1.351
C 5.030 1.466 -0.588
C 3.901 0.670 -0.588
N 2.812 0.968 -1.302
C 2.832 2.077 -2.049
C 3.918 2.926 -2.094
H 6.935 3.317 -0.559
H 5.983 4.564 -1.382
H 6.822 3.335 -2.319
H 5.885 1.176 0.008
H 3.845 -0.234 0.004
H 1.941 2.286 -2.630
H 3.872 3.815 -2.709
*
```

- Maximum force: 0.3 eV/Å
- Total energy: -2886.5413 Ha
- Energy above the lowest of the compared OMol25 structures with the same formula, charge and spin: 0.0 kcal per mole
- LUMO energy (spin up / spin down): -1.9414 / -3.2649 eV